{
  "formula": "C16H21Cl5F3IrN4O7Se",
  "method": "ωB97M-V with the def2-TZVPD basis set",
  "multiplicity": 5,
  "gap_ev": [8.3, 7.3],
  "relative_energy_kcal_mol": 2.0,
  "e_homo_ev": [-8.39, -9.14],
  "e_lumo_ev": [-0.097, -1.872],
  "species": ["Ir", "N", "C", "C", "C", "N", "C", "C", "N", "C", "H", "H", "H", "H", "H", "H", "H", "H", "H", "H", "H", "H", "H", "H", "H", "H", "Cl", "C", "C", "C", "Cl", "C", "Cl", "C", "Cl", "C", "Cl", "F", "C", "F", "F", "C", "O", "O", "C", "C", "N", "O", "H", "H", "H", "H", "H", "O", "Se", "O", "O", "O"],
  "coordinates": [[-0.112366, -0.314485, 0.940586], [0.222386, 1.323505, -2.155296], [-0.142063, 2.764906, -2.039263], [0.817736, 3.438277, -1.072561], [0.522295, 3.211913, 0.411372], [0.907042, 1.870338, 0.893924], [-0.935811, 3.511464, 0.738410], [-1.924861, 2.753831, -0.143358], [-1.951076, 1.335400, 0.260662], [-1.610832, 2.957043, -1.634518], [1.281264, 1.144977, -2.308780], [-0.313430, 0.854355, -2.881369], [-0.004509, 0.829164, -1.281614], [0.016810, 3.180164, -3.035794], [0.761236, 4.514948, -1.249312], [1.840876, 3.138034, -1.314649], [1.139177, 3.938404, 0.951889], [1.016778, 1.961672, 1.919503], [1.839506, 1.626760, 0.565347], [-1.099925, 4.583274, 0.601100], [-1.129941, 3.287751, 1.789836], [-2.920962, 3.177887, 0.030341], [-2.686821, 0.824908, -0.216207], [-2.154638, 1.300298, 1.258677], [-1.874922, 3.988242, -1.877890], [-2.256273, 2.318653, -2.244588], [-1.321181, -2.477018, 2.807396], [-2.234798, -2.463114, 1.337972], [-1.837178, -1.599686, 0.313755], [-2.531413, -1.745097, -0.874750], [-2.104361, -0.787559, -2.274034], [-3.589789, -2.640230, -1.049168], [-4.410937, -2.769008, -2.557709], [-3.983254, -3.444364, 0.012839], [-5.293081, -4.540867, -0.163384], [-3.292396, -3.360878, 1.219620], [-3.741520, -4.371971, 2.533304], [4.692326, -0.771792, -2.612087], [4.211120, -0.610782, -1.377594], [5.043797, 0.212481, -0.715861], [4.261662, -1.808457, -0.767661], [2.771574, -0.017393, -1.364624], [2.427920, 0.631123, -2.369841], [2.123586, -0.210120, -0.328122], [1.957904, -4.332250, -0.481993], [1.528957, -3.181604, 0.387556], [2.133358, -3.057268, 1.561285], [0.634749, -2.414692, -0.018237], [1.844240, -5.275316, 0.052729], [3.006498, -4.213650, -0.754408], [1.350363, -4.348373, -1.381697], [2.892881, -3.671593, 1.795448], [1.948156, -2.250768, 2.157652], [0.234925, -0.281482, 5.142103], [0.474322, 0.412270, 3.727669], [1.186274, 1.867140, 3.715982], [-0.934464, 0.576505, 2.790894], [1.303100, -0.575891, 2.628504]],
  "atomic_forces_ev_per_a": [[-0.6440, -0.0425, -0.1794], [-2.5531, 0.8759, 0.4104], [-0.2914, -0.3348, 0.1045], [0.0185, 0.0724, 0.0726], [0.0013, 0.0631, -0.0762], [0.2233, -0.1186, 0.1785], [-0.0110, 0.0132, -0.0550], [0.0599, 0.0579, -0.0706], [0.0411, 0.0729, -0.0330], [0.1198, -0.0500, 0.0590], [0.3433, -0.2751, -0.0801], [0.0344, 0.1046, 0.0250], [-0.0384, 0.1114, -0.2001], [-0.0519, 0.0252, 0.0100], [-0.0022, 0.0053, -0.0031], [0.0316, 0.0435, 0.0571], [-0.0374, -0.0435, 0.0491], [0.0370, 0.0646, -0.0387], [-0.0881, 0.0229, -0.0264], [-0.0210, 0.0046, 0.0052], [0.0252, 0.0008, 0.0171], [0.0323, 0.0416, -0.0358], [0.0384, 0.0439, -0.0605], [-0.0267, -0.0617, -0.0202], [-0.0320, 0.0290, -0.0027], [0.0109, 0.0050, -0.0077], [-0.0157, -0.1134, 0.0638], [0.0060, -0.0412, -0.0633], [0.1807, -0.0159, 0.3289], [-0.0535, 0.0990, -0.0650], [0.0373, -0.0274, 0.0114], [-0.0046, -0.0105, -0.0174], [-0.0028, 0.0112, 0.0079], [0.0231, 0.0125, 0.0331], [-0.0058, -0.0054, -0.0007], [0.0194, 0.0345, -0.0240], [0.0018, -0.0075, 0.0063], [-0.0974, 0.0563, 0.0356], [0.1624, -0.1335, -0.0048], [-0.1296, -0.0121, -0.0431], [-0.1226, 0.1657, -0.0530], [0.0356, -0.4150, 0.7529], [2.2754, -0.2621, -0.9838], [0.2799, -0.1569, -0.0777], [-0.0116, -0.0131, -0.0056], [-0.1639, 0.0469, -0.2476], [0.0828, 0.1341, 0.1626], [0.2181, -0.1429, 0.2916], [0.0066, -0.0101, 0.0005], [0.0212, -0.0060, -0.0112], [0.0021, -0.0016, 0.0123], [-0.0248, -0.0004, 0.0077], [-0.0515, -0.0076, -0.0419], [-0.0235, -0.0818, -0.0416], [-0.0354, 0.1264, 0.2330], [-0.0051, -0.0653, 0.0590], [0.0760, -0.0414, -0.1732], [0.0995, 0.1531, -0.2516]]
}

{
  "formula": "C3H11NO6PS",
  "method": "ωB97M-V with the def2-TZVPD basis set",
  "multiplicity": 1,
  "gap_ev": 11.2,
  "charge": 1,
  "e_homo_ev": -14.74,
  "e_lumo_ev": -3.585,
  "species": ["C", "O", "C", "S", "P", "O", "O", "O", "H", "H", "H", "H", "H", "H", "H", "H", "C", "N", "O", "O", "H", "H", "H"],
  "coordinates": [[1.965732, 0.813942, 0.060701], [1.645030, 1.962413, -0.727133], [1.275251, 1.720534, -1.987411], [-0.466573, 0.967750, -2.248661], [-1.825691, 1.467820, -0.604194], [-3.109630, 1.666733, -1.236497], [-1.056088, 2.685138, -0.000359], [-1.713841, 0.315340, 0.465541], [2.145561, 1.167038, 1.070157], [1.140103, 0.102796, 0.073189], [2.860898, 0.322047, -0.325000], [1.920423, 1.028153, -2.538803], [1.176213, 2.657029, -2.531616], [-0.253420, -0.343622, -2.033292], [-1.466526, 3.061336, 0.798801], [-1.792263, -0.573923, 0.074350], [-0.813108, -3.096203, 1.953022], [0.224440, -2.243321, 1.307998], [0.188321, -2.095372, 0.088972], [1.054753, -1.738272, 2.020792], [-1.468977, -3.480932, 1.181738], [-0.290973, -3.895915, 2.469493], [-1.339634, -2.470508, 2.668211]],
  "atomic_forces_ev_per_a": [[0.1831, -0.1585, 0.0858], [-0.2208, 0.0592, 0.1253], [0.6630, 0.3288, -0.0030], [-0.0614, -0.0136, -0.4865], [-0.5309, 0.1169, 0.2804], [-0.0780, -0.0777, -0.1839], [-0.0493, -0.2395, 0.2406], [0.5587, -0.1778, -0.4347], [0.0280, 0.0309, -0.0177], [-0.0303, 0.0214, -0.0160], [-0.0161, 0.0087, -0.0206], [-0.1830, -0.1739, -0.0222], [-0.0792, 0.0237, 0.0147], [0.0391, -0.0094, 0.3080], [0.1284, 0.1306, -0.1554], [-0.1678, 0.0790, 0.3165], [-0.0116, -0.0422, -0.0975], [0.2384, 0.0541, 0.0226], [-0.3895, 0.0654, 0.0068], [-0.0764, -0.0302, -0.0275], [0.0139, -0.0092, -0.0140], [0.0091, 0.0188, 0.0390], [0.0326, -0.0055, 0.0393]]
}

{
  "formula": "C2H6NO2P",
  "method": "ωB97M-V with the def2-TZVPD basis set",
  "multiplicity": 1,
  "gap_ev": 9.9,
  "relative_energy_kcal_mol": 19.6,
  "e_homo_ev": -9.09,
  "e_lumo_ev": 0.815,
  "species": ["C", "C", "N", "O", "O", "P", "H", "H", "H", "H", "H", "H"],
  "coordinates": [[-0.092539, -0.366099, -1.088720], [0.455361, -0.632538, 0.113697], [0.774201, 0.530587, 0.907474], [-1.321214, -0.240265, 2.532543], [-1.782451, 1.084589, 0.445071], [-1.186972, 1.073708, 1.975908], [0.013180, 0.678263, -1.488224], [-0.441018, -1.256104, -1.785219], [0.659980, -1.580007, 0.613059], [0.992347, 1.326152, 0.179420], [1.410291, 0.327722, 1.723769], [-2.118807, 0.205107, 0.138961]],
  "atomic_forces_ev_per_a": [[0.6438, -2.2521, -1.1454], [0.0006, 1.4203, -0.2787], [1.1678, 0.4064, -1.2462], [-0.5467, -2.9027, 1.5296], [-1.0779, -0.2371, 0.2469], [0.2519, 2.5761, -1.9120], [-0.6469, -1.2731, 0.2913], [0.7963, 2.2085, 1.4755], [-0.5697, 0.1592, -0.3825], [0.0170, -1.7555, 2.6880], [-0.5293, 0.7884, -1.6803], [0.4931, 0.8617, 0.4137]]
}

{
  "formula": "C2H16BeFO8",
  "method": "ωB97M-V with the def2-TZVPD basis set",
  "multiplicity": 1,
  "gap_ev": 3.6,
  "relative_energy_kcal_mol": 0.0,
  "charge": -1,
  "e_homo_ev": -1.82,
  "e_lumo_ev": 1.745,
  "species": ["Be", "F", "O", "C", "C", "O", "H", "H", "H", "H", "O", "H", "H", "O", "H", "H", "O", "H", "H", "O", "H", "H", "O", "H", "H", "O", "H", "H"],
  "coordinates": [[-6.285000, -13.586000, 5.329000], [-7.495000, -14.401000, 5.036000], [-8.024000, -11.103000, 8.988000], [-7.021000, -11.951000, 8.627000], [-6.957000, -12.079000, 7.127000], [-6.093000, -13.146000, 6.843000], [-7.220000, -12.857000, 9.146000], [-6.001000, -11.761000, 9.022000], [-6.691000, -11.231000, 6.549000], [-7.934000, -12.302000, 6.774000], [-6.087000, -12.233000, 4.355000], [-5.124000, -12.185000, 4.364000], [-6.217000, -11.297000, 4.604000], [-4.855000, -14.632000, 4.845000], [-4.030000, -14.854000, 4.341000], [-5.280000, -15.528000, 4.910000], [-5.933000, -17.137000, 5.054000], [-6.853000, -17.157000, 4.711000], [-6.018000, -17.625000, 5.886000], [-9.094000, -15.139000, 7.250000], [-9.062000, -14.277000, 7.600000], [-8.513000, -15.086000, 6.467000], [-8.127000, -14.484000, 2.478000], [-7.912000, -14.474000, 3.431000], [-7.835000, -13.631000, 2.173000], [-10.047000, -13.003000, 5.115000], [-10.095000, -12.560000, 5.952000], [-9.409000, -13.660000, 5.264000]],
  "atomic_forces_ev_per_a": [[0.1645, 0.3993, 3.1097], [-0.0112, -0.4414, -0.5346], [0.0406, 0.9182, 0.1697], [-1.2378, 2.2918, 0.5440], [0.7171, -2.3861, 1.2179], [0.9884, -1.2066, -2.7535], [-0.1136, -2.1965, -0.2846], [0.5082, 0.7190, -0.1999], [0.6268, 1.8966, -0.0042], [-1.5249, -0.2784, -0.2303], [0.9846, 1.2898, -1.1005], [0.4902, -0.5703, -0.2589], [-1.1652, -0.6071, 0.4862], [0.7782, -1.2191, -0.8984], [-1.1725, 0.8828, 0.6806], [-0.0347, 0.2388, 0.2788], [-1.0020, -0.4752, -0.1443], [0.7568, 0.2969, 0.1104], [0.2364, 0.3082, -0.0338], [0.1126, -1.8546, -1.2759], [0.2063, 1.7685, 0.9839], [-0.1350, 0.0168, 0.5882], [0.0807, -0.5205, 0.0343], [-0.1919, 0.0045, -0.1754], [0.0381, 0.4606, -0.1814], [-1.4209, 1.2070, -0.9683], [-0.1197, 0.5387, 0.7103], [1.4000, -1.4816, 0.1301]]
}